<one>
Formula: C7H14N3
Source: the Open Molecules 2025 dataset
Level of theory: wB97M-V/def2-TZVPD

Calculated values
Net charge: +1
Frontier orbital gap in eV: 8.3

Each line ends with the Mulliken charge.
Positions of all 24 atoms, in Å:
C  2.97162  1.01433  -0.57831  -0.545
C  3.18316  -0.21545  -0.04673  0.588
C  1.06484  0.40918  0.46920  -0.881
C  4.36854  -1.10403  -0.09054  -1.164
C  -4.17342  -0.53778  -0.41469  -1.449
C  -2.70686  -0.78348  -0.07413  -0.248
C  -1.95432  0.37825  0.39876  0.594
N  2.00475  -0.55364  0.57900  0.026
N  1.68319  1.36478  -0.25564  0.070
N  -2.51209  1.51116  0.64039  -0.203
H  3.61772  1.64406  -1.15326  0.419
H  4.59206  -1.50372  0.89742  0.342
H  4.19638  -1.94339  -0.76609  0.294
H  5.23224  -0.54821  -0.44872  0.309
H  -4.63764  -1.46410  -0.73155  0.359
H  -4.72456  -0.16949  0.44347  0.381
H  -4.26418  0.17091  -1.23560  0.398
H  -2.61606  -1.54654  0.71176  0.311
H  -2.16950  -1.20978  -0.92782  0.317
H  -0.79279  0.31725  0.50973  0.200
H  1.86871  -1.41630  1.08087  0.188
H  1.26670  2.24389  -0.51460  0.172
H  -3.51642  1.64233  0.51459  0.244
H  -1.98209  2.29977  0.99250  0.279

<two>
Formula: C7H14N3
Source: the Open Molecules 2025 dataset
Level of theory: wB97M-V/def2-TZVPD

Calculated values
Net charge: +1
Frontier orbital gap in eV: 9.1

Each line ends with the Mulliken charge.
Positions of all 24 atoms, in Å:
C  -0.71196  1.47058  -0.14710  -0.113
C  0.64987  1.16284  0.06738  0.425
C  0.99240  -0.06856  0.41507  0.207
C  1.57136  2.36910  0.24657  -1.283
C  -2.94411  0.65234  -0.07847  -1.093
C  -1.59886  -1.79729  0.47813  -0.858
C  2.90398  -1.17746  -0.64289  -0.887
N  -1.51684  0.45466  -0.04346  0.315
N  -0.89349  -0.67713  -0.04363  -0.309
N  1.96310  -0.91713  0.48225  -0.202
H  -1.13028  2.52486  -0.27770  0.342
H  1.24554  3.11841  1.04748  0.320
H  2.63142  2.21530  0.58725  0.326
H  1.47510  2.76307  -0.77598  0.362
H  -3.25035  1.51153  -0.60698  0.407
H  -3.32784  -0.05604  -0.76497  0.398
H  -3.24678  0.59701  1.02340  0.384
H  -1.11595  -2.46739  1.15867  0.328
H  -2.52377  -1.52551  1.01889  0.320
H  -1.76320  -2.60662  -0.41961  0.263
H  3.81160  -0.72414  -0.37277  0.320
H  2.97089  -2.21466  -0.85795  0.374
H  2.35823  -0.85141  -1.42100  0.356
H  1.82416  -1.50110  1.28354  0.298

<three>
Formula: C7H14N3
Source: the Open Molecules 2025 dataset
Level of theory: wB97M-V/def2-TZVPD

Calculated values
Net charge: +1
Frontier orbital gap in eV: 10.7
Structure (SMILES): C[C@H]1CC[C@H]2C=N[C@H](N2)[NH2+]1

Each line ends with the Mulliken charge.
Positions of all 24 atoms, in Å:
C  1.23830  -0.48419  1.10081  -0.138
C  -0.16420  1.79335  -0.89460  -1.043
C  -1.14968  0.45009  -0.80681  -0.832
C  1.02648  1.49324  -0.00831  0.302
C  -0.41563  -0.91542  -0.48862  0.017
C  0.92503  1.58122  1.51426  -0.275
C  -1.41341  -1.95609  -0.79689  -1.303
N  1.14596  0.50695  2.14068  -0.603
N  -0.10790  -0.98358  0.96367  0.166
N  1.71534  0.17494  -0.05322  -0.451
H  2.03511  -1.29007  1.28996  0.425
H  0.05827  1.98981  -1.86996  0.430
H  -0.63171  2.69868  -0.51560  0.393
H  -1.85909  0.58431  0.00050  0.358
H  -1.65216  0.18920  -1.72032  0.556
H  1.71600  2.34100  -0.13773  0.396
H  0.46832  -1.14379  -1.11501  0.153
H  0.84634  2.54912  2.11120  0.385
H  -1.58172  -2.12660  -1.91601  0.376
H  -2.31980  -1.69298  -0.21212  0.345
H  -0.92273  -2.90638  -0.36176  0.348
H  -0.84210  -0.58163  1.52065  0.436
H  0.00375  -1.89983  1.15624  0.310
H  1.88121  -0.37135  -0.90099  0.249

<four>
Formula: C7H14N3
Source: the Open Molecules 2025 dataset
Level of theory: wB97M-V/def2-TZVPD

Calculated values
Net charge: +1
Frontier orbital gap in eV: 9.2
Structure (SMILES): [H]/N=C/N1CC[C@H](C)/[N+]1=C/C

Each line ends with the Mulliken charge.
Positions of all 24 atoms, in Å:
C  -0.41755  1.60296  -0.02518  0.516
C  2.28715  -0.10353  0.51376  0.157
C  -0.56282  -1.90172  0.42249  -0.496
C  0.64218  -1.62136  -0.45901  -0.754
C  -1.15867  -0.49970  0.52000  -0.026
C  0.39519  2.74312  -0.53118  -1.091
C  -2.41854  -0.36070  -0.37592  -1.204
N  3.19148  -0.95531  0.41088  -0.538
N  1.06374  -0.29792  -0.12955  -0.082
N  -0.11452  0.37079  0.09467  0.168
H  -1.48445  1.81834  0.22970  0.198
H  2.18245  0.91812  1.05850  0.219
H  -1.32640  -2.54193  -0.03422  0.357
H  -0.33252  -2.46124  1.39553  0.301
H  1.62014  -2.13106  -0.40989  0.458
H  0.24232  -1.54123  -1.49799  0.235
H  -1.53474  -0.24489  1.60773  0.204
H  -0.01645  3.66602  -0.14385  0.384
H  1.41648  2.59614  -0.28005  0.346
H  0.24277  2.67937  -1.63359  0.292
H  -1.90917  -0.26440  -1.43715  0.273
H  -2.90204  0.57290  0.03487  0.356
H  -3.08275  -1.20511  -0.30611  0.462
H  3.97672  -0.83764  0.97557  0.266

Last place for stability: <two>

<one>
Formula: CH3NO
Source: the Open Molecules 2025 dataset
Level of theory: wB97M-V/def2-TZVPD

Calculated values
Frontier orbital gap in eV: 10.1
Structure (SMILES): C=[NH+][O-]

Each line ends with the Mulliken charge.
Positions of all 6 atoms, in Å:
C  0.31893  0.28043  -0.51994  -0.387
N  -0.27863  -0.25402  0.48688  0.183
O  -1.41565  -0.75846  0.52756  -0.572
H  1.30848  0.67874  -0.40570  0.250
H  -0.18420  0.32146  -1.46912  0.286
H  0.25107  -0.26814  1.38032  0.239

<two>
Formula: CH3NO
Source: the Open Molecules 2025 dataset
Level of theory: wB97M-V/def2-TZVPD

Calculated values
Frontier orbital gap in eV: 10.9
Structure (SMILES): NC=O

Each line ends with the Mulliken charge.
Positions of all 6 atoms, in Å:
C  -0.54030  0.32131  -0.04086  0.117
H  0.56543  -1.29018  0.21848  0.293
H  1.45821  0.22348  0.27028  0.285
H  -0.48126  1.38761  -0.13079  0.317
N  0.59980  -0.29398  -0.22522  -0.447
O  -1.60188  -0.34824  -0.09190  -0.565

<three>
Formula: CH3NO
Source: the Open Molecules 2025 dataset
Level of theory: wB97M-V/def2-TZVPD

Calculated values
Frontier orbital gap in eV: 11.1
Structure (SMILES): C=NO

Each line ends with the Mulliken charge.
Positions of all 6 atoms, in Å:
C  -1.10619  0.20342  0.04074  -0.301
H  1.85541  -0.30473  0.17806  0.345
H  -0.89846  1.25204  -0.15787  0.307
H  -2.06775  -0.28697  0.12582  0.288
N  -0.08148  -0.56093  -0.05915  -0.262
O  1.03979  0.25571  0.00296  -0.376

<four>
Formula: CH3NO
Source: the Open Molecules 2025 dataset
Level of theory: wB97M-V/def2-TZVPD

Calculated values
Frontier orbital gap in eV: 10.9
Structure (SMILES): C1NO1

Each line ends with the Mulliken charge.
Positions of all 6 atoms, in Å:
C  -0.36151  0.33900  -0.23871  0.032
N  0.42425  -0.83572  -0.13752  -0.410
O  1.01492  0.44629  0.09754  -0.308
H  -0.65850  0.65427  -1.27132  0.224
H  -0.95502  0.49796  0.72139  0.183
H  0.53586  -1.10180  0.82862  0.280

Last place for stability: <four>

<one>
Formula: C5H11NO2
Source: the Open Molecules 2025 dataset
Level of theory: wB97M-V/def2-TZVPD

Calculated values
Net charge: +1
Frontier orbital gap (alpha / beta) in eV: 11.1 / 6.6
2S+1: 2

Each line ends with the Mulliken charge.
Positions of all 19 atoms, in Å:
C  -0.51616  0.44155  -1.41615  -0.419
C  0.86058  0.27269  -2.03283  -0.478
O  1.77532  -0.53966  -1.30114  -0.525
C  -0.56491  -0.38235  -0.10573  0.226
N  -0.45864  0.37413  1.12339  0.269
C  -1.22162  -0.14279  2.23619  -0.782
C  0.64760  1.26564  1.38570  -0.809
O  -0.87976  -1.53087  -0.04230  -0.415
H  -1.35554  -0.00957  -1.95787  0.300
H  -0.86611  1.46116  -1.25578  0.383
H  0.77698  -0.14831  -3.03925  0.355
H  1.34377  1.24670  -2.08399  0.332
H  1.37332  -1.38678  -1.10727  0.343
H  -0.96341  -1.16776  2.57122  0.363
H  -1.06528  0.49896  3.09188  0.396
H  -2.21404  -0.42036  1.86141  0.347
H  1.12244  1.01985  2.34442  0.423
H  0.22324  2.25716  1.57742  0.362
H  1.42240  1.15620  0.63459  0.328

<two>
Formula: C5H11NO2
Source: the Open Molecules 2025 dataset
Level of theory: wB97M-V/def2-TZVPD

Calculated values
Net charge: +1
Frontier orbital gap (alpha / beta) in eV: 5.5 / 5.6
2S+1: 2

Each line ends with the Mulliken charge.
Positions of all 19 atoms, in Å:
O  3.40364  0.29810  0.99740  -0.430
C  3.32045  0.19216  -0.25167  0.124
C  2.31366  -0.35498  -1.06764  -0.433
C  1.18596  -0.95782  -0.27943  -0.393
C  -0.24673  -0.63892  -0.74817  0.022
C  -0.81050  0.60038  -0.71056  -0.106
N  -2.13033  0.88267  -0.64144  -0.311
H  4.22349  0.46282  -0.89251  0.287
H  -1.69151  1.79080  2.81851  0.238
H  2.57132  -0.43834  -2.07136  0.459
H  1.21049  -2.09436  -0.35130  0.384
H  1.20487  -0.74450  0.79762  0.319
H  -0.94832  -1.46043  -0.96040  0.344
H  -0.12814  1.49314  -0.72748  0.342
H  -2.83402  -0.05586  0.37628  0.395
H  -2.10547  1.89005  -0.43403  0.333
H  -1.64488  1.17289  2.32641  -0.242
H  -3.84355  -1.25337  0.71197  0.332
O  -3.05042  -0.78443  1.10779  -0.663

Last place for stability: <two>